1.
{
  "formula": "C20H24N2O3",
  "method": "ωB97M-V/def2-TZVPD",
  "smiles": "CC[C@]12CCCN3CC(=O)c4c(n(c5ccccc45)[C@@](O)(CO)C1)[C@@H]32",
  "relative_energy_kcal_mol": 48.0,
  "fmax_ev_per_a": 2.2,
  "charge": 0,
  "symbols": ["C", "C", "C", "C", "C", "C", "N", "C", "C", "O", "C", "C", "N", "C", "C", "C", "C", "C", "C", "C", "O", "C", "O", "C", "C", "H", "H", "H", "H", "H", "H", "H", "H", "H", "H", "H", "H", "H", "H", "H", "H", "H", "H", "H", "H", "H", "H", "H", "H"],
  "positions_angstrom": [[-1.261559, -3.520686, 0.430921], [-1.307843, -2.091910, -0.172491], [-0.223240, -1.047794, 0.263930], [1.189710, -1.454747, -0.166882], [1.306497, -1.508093, -1.687303], [0.931843, -0.243633, -2.397118], [-0.358031, 0.336535, -1.938954], [-0.582933, 1.715734, -2.507878], [0.322670, 2.770495, -1.832122], [0.720533, 3.797593, -2.403095], [0.550729, 2.575723, -0.395064], [0.137594, 1.425320, 0.263860], [0.638840, 1.445690, 1.573420], [1.406011, 2.642271, 1.723954], [2.162640, 3.141140, 2.784414], [2.780994, 4.387761, 2.645469], [2.599029, 5.114322, 1.447861], [1.860024, 4.611204, 0.374301], [1.285964, 3.379712, 0.543474], [0.588225, 0.246743, 2.487792], [1.937093, -0.225161, 2.725938], [-0.039337, 0.559932, 3.859584], [0.023820, -0.591556, 4.681217], [-0.267033, -0.902940, 1.816850], [-0.576424, 0.309380, -0.444830], [-2.095948, -4.173849, 0.058289], [-0.308279, -3.980554, 0.180578], [-1.356684, -3.476264, 1.524647], [-1.256866, -2.223847, -1.238571], [-2.300941, -1.711772, 0.009933], [1.447544, -2.448537, 0.222081], [1.931859, -0.729809, 0.225471], [0.634263, -2.286501, -2.105414], [2.352618, -1.835223, -1.949051], [0.899909, -0.366220, -3.461589], [1.739973, 0.485113, -2.225100], [-0.294004, 1.712059, -3.564940], [-1.622580, 2.056433, -2.399975], [2.279723, 2.620994, 3.733471], [3.352260, 4.804211, 3.479418], [3.057805, 6.103356, 1.410443], [1.755528, 5.223040, -0.547845], [2.552335, -0.017351, 1.987642], [0.475359, 1.383402, 4.315681], [-1.062425, 0.929886, 3.713906], [0.919676, -0.952102, 4.689337], [-1.330846, -0.693535, 2.107992], [0.017637, -1.846301, 2.318217], [-1.684058, 0.480013, -0.232198]],
  "atomic_forces_ev_per_a": [[-0.3, 0.4, 0.2], [0.3, -0.8, 0.3], [-0.3, -0.3, 0.1], [0.0, 0.0, -0.4], [0.3, -1.5, -0.6], [0.3, 1.8, 1.2], [-0.6, 0.3, 0.7], [1.4, -0.7, 0.5], [-0.2, 1.9, 0.3], [-0.6, -1.8, 0.4], [-0.6, -1.1, 0.0], [1.5, 1.0, -0.3], [-0.3, -0.8, -0.1], [-0.4, -0.3, 0.5], [0.2, 0.1, 0.6], [-0.7, -0.3, -0.7], [0.3, 0.2, 0.4], [1.1, 1.9, 0.3], [-0.3, -0.9, -1.1], [0.3, -0.1, -1.6], [-0.1, 0.5, -0.1], [0.7, -0.2, -0.5], [-0.7, 0.1, 0.0], [-0.7, 1.0, 0.0], [-0.9, -0.2, 0.7], [0.8, 0.7, 0.2], [0.0, -0.3, 0.1], [0.1, -0.2, -0.2], [0.0, 0.2, -0.6], [-0.3, 0.5, 0.2], [0.0, 0.3, 0.2], [-0.4, -0.3, -0.2], [0.4, 0.1, 0.5], [-1.0, 0.5, 0.0], [-0.3, -0.2, -0.6], [0.1, 0.1, 0.0], [-0.3, -0.1, 0.1], [0.2, -0.3, 0.0], [-0.1, -0.1, -0.3], [-0.2, -0.2, -0.4], [-0.1, -0.2, -0.3], [0.0, -0.8, 0.8], [-0.9, -0.1, 0.6], [0.6, 0.5, 0.3], [0.0, -0.7, 0.1], [0.0, 0.4, -0.2], [0.7, -0.3, -0.2], [-0.1, 0.5, -0.4], [1.1, -0.2, -0.6]]
}


2.
{
  "formula": "C20H24N2O3S",
  "method": "ωB97M-V/def2-TZVPD",
  "smiles": "COc1ccc(N2CCN(C(=O)c3ccc(SC)cc3OC)CC2)cc1",
  "relative_energy_kcal_mol": 466.8,
  "fmax_ev_per_a": 17.8,
  "charge": 0,
  "symbols": ["C", "O", "C", "C", "C", "C", "N", "C", "C", "N", "C", "O", "C", "C", "C", "C", "S", "C", "C", "C", "O", "C", "C", "C", "C", "C", "H", "H", "H", "H", "H", "H", "H", "H", "H", "H", "H", "H", "H", "H", "H", "H", "H", "H", "H", "H", "H", "H", "H", "H"],
  "positions_angstrom": [[-3.987766, -3.325544, -1.133276], [-3.429405, -2.305077, -0.292638], [-2.191352, -2.384832, -0.017573], [-1.250126, -3.320571, -0.742253], [0.001025, -3.085064, -0.193820], [0.389821, -2.170940, 0.848884], [1.722698, -1.841614, 0.916673], [2.265266, -1.140444, 1.880016], [2.291442, 0.434522, 1.229823], [2.567056, 0.271751, 0.084010], [1.940238, 0.613335, -1.033954], [2.138488, 0.434720, -2.156835], [0.816402, 1.711541, -0.791153], [-0.543255, 1.037068, -0.850860], [-1.756939, 1.566937, -0.697292], [-1.811175, 2.907483, 0.173653], [-3.126566, 3.761437, 0.535332], [-4.522391, 2.489554, 0.038384], [-0.490420, 3.580658, 0.268919], [0.659457, 2.937176, 0.006638], [1.823667, 3.821713, -0.178478], [3.092013, 3.430337, -0.675811], [3.566936, -0.756152, -0.020941], [2.829748, -2.070538, 0.014544], [-0.536768, -1.257357, 1.178104], [-1.898341, -1.410709, 0.880533], [-3.666714, -4.363781, -0.915575], [-5.090613, -3.098751, -1.380335], [-3.728723, -3.073464, -2.153734], [-1.405413, -4.035762, -1.285495], [0.853511, -3.769112, -0.665598], [1.596311, -0.883969, 2.890447], [3.393220, -1.319522, 2.329689], [3.014360, 0.919601, 1.887694], [1.235758, 1.019549, 1.372617], [-0.489476, 0.023468, -1.608110], [-2.586994, 1.248333, -0.765880], [-4.516600, 2.427680, -0.891691], [-4.371714, 1.435079, 0.645125], [-5.428645, 2.926600, 0.531200], [-0.429599, 4.406446, 0.735590], [3.569800, 4.163808, -0.659717], [3.658664, 2.794374, -0.229522], [2.715739, 3.085905, -1.586515], [4.301763, -0.568913, 0.597082], [3.783263, -0.769517, -1.300524], [2.268022, -2.332763, -0.828193], [3.654115, -2.943166, 0.492215], [-0.331448, -0.339876, 2.064618], [-2.558335, -0.881658, 1.453985]],
  "atomic_forces_ev_per_a": [[-1.4, 1.3, -1.6], [-6.0, -1.8, -1.8], [2.6, -1.8, -1.8], [1.6, 11.1, 10.0], [2.5, -2.6, -1.1], [0.4, -0.7, -4.3], [1.5, -3.6, -0.1], [0.1, 6.5, 8.0], [-6.1, 2.2, 16.6], [5.2, -2.8, -14.2], [-3.6, 6.2, 3.8], [2.0, -2.9, -5.1], [-4.9, -1.5, 3.5], [4.0, -2.3, -4.8], [9.2, 9.0, 5.5], [6.8, -3.3, -4.1], [-4.6, 0.1, 0.5], [0.8, -0.1, 11.5], [-4.5, -6.7, -1.3], [5.9, -1.3, -5.5], [-2.7, 0.2, 3.8], [-11.0, -7.0, -2.3], [-2.9, -1.2, -10.1], [0.9, -2.5, 3.1], [-2.0, 3.6, 5.1], [5.0, -1.4, -0.1], [-0.6, 0.7, 0.3], [1.2, -0.8, 1.9], [1.3, -0.3, -0.5], [-2.2, -7.4, -6.2], [-1.7, 1.5, 1.3], [1.5, -1.4, -2.5], [-2.7, -0.4, -1.3], [0.4, 0.6, 0.0], [2.5, -1.6, 0.0], [-0.3, 2.5, 2.5], [-10.5, -5.2, -1.7], [-0.3, -0.7, -8.2], [0.0, 2.7, -1.8], [0.7, -0.3, -1.0], [0.3, 6.3, 3.0], [7.1, 11.9, -0.7], [2.7, -4.9, 3.5], [1.1, -0.7, -2.4], [4.0, 0.5, 2.8], [0.6, 0.5, 3.8], [0.6, -0.6, -2.2], [-2.3, 1.9, -1.6], [-0.2, -2.8, -2.9], [-2.1, 1.3, 0.6]]
}


3.
{
  "formula": "C20H24N2O3S",
  "method": "ωB97M-V/def2-TZVPD",
  "smiles": "CCC(=O)N1CCc2cc(S(=O)(=O)N(CC)c3cccc(C)c3)ccc21",
  "relative_energy_kcal_mol": 39.5,
  "fmax_ev_per_a": 1.1,
  "charge": 0,
  "symbols": ["C", "C", "C", "O", "N", "C", "C", "C", "C", "C", "S", "O", "O", "N", "C", "C", "C", "C", "C", "C", "C", "C", "C", "C", "C", "C", "H", "H", "H", "H", "H", "H", "H", "H", "H", "H", "H", "H", "H", "H", "H", "H", "H", "H", "H", "H", "H", "H", "H", "H"],
  "positions_angstrom": [[6.344042, 0.655985, 0.787876], [5.466096, -0.549382, 0.444016], [4.029005, -0.260154, 0.835605], [3.611425, -0.529216, 1.941971], [3.251989, 0.354415, -0.107740], [3.666823, 0.637917, -1.482056], [2.493717, 1.386667, -2.137729], [1.436759, 1.366935, -1.075800], [0.148482, 1.847944, -1.122217], [-0.636422, 1.715048, 0.011650], [-2.329798, 2.291815, 0.001567], [-2.667125, 2.737892, -1.318906], [-2.527642, 3.222572, 1.074170], [-3.183081, 0.896934, 0.403260], [-3.997874, 0.906787, 1.597532], [-5.430045, 0.477255, 1.296883], [-2.791266, -0.291989, -0.210592], [-2.327588, -0.255215, -1.526575], [-1.892277, -1.412036, -2.140893], [-1.920215, -2.623929, -1.471975], [-2.400087, -2.684095, -0.172330], [-2.441378, -3.981161, 0.579333], [-2.829226, -1.518359, 0.448329], [-0.151929, 1.131458, 1.165423], [1.144566, 0.643367, 1.219631], [1.932889, 0.762109, 0.083737], [6.265008, 0.878010, 1.849090], [7.383938, 0.440284, 0.554826], [6.042146, 1.540789, 0.231537], [5.560198, -0.806360, -0.609896], [5.791631, -1.401696, 1.042345], [3.869435, -0.302409, -2.004697], [4.576991, 1.240915, -1.486855], [2.762566, 2.412102, -2.396574], [2.153109, 0.892004, -3.047475], [-0.262281, 2.319164, -2.000471], [-3.983339, 1.937431, 1.953496], [-3.559811, 0.271797, 2.377499], [-5.454257, -0.542915, 0.920853], [-5.860866, 1.131769, 0.544123], [-6.029761, 0.535692, 2.201505], [-2.336897, 0.678143, -2.061827], [-1.537458, -1.369206, -3.160279], [-1.580637, -3.523616, -1.963588], [-3.396230, -4.102659, 1.087238], [-2.291311, -4.823351, -0.091137], [-1.656143, -4.000987, 1.335125], [-3.192824, -1.585398, 1.461599], [-0.796848, 1.066419, 2.027235], [1.533821, 0.184520, 2.112134]],
  "atomic_forces_ev_per_a": [[0.0, -0.1, -0.1], [0.0, 0.0, 0.2], [0.3, -0.2, -0.2], [0.0, 0.0, 0.3], [0.0, 0.1, 0.0], [0.4, -0.1, -0.4], [0.0, 0.1, 0.0], [0.0, -0.1, 0.3], [0.1, 0.0, 0.0], [-0.6, 0.3, -0.1], [0.2, 0.0, 0.2], [0.1, -0.2, -0.1], [0.0, -0.1, 0.2], [0.5, 1.0, -0.1], [-0.4, 0.2, 0.4], [0.3, 0.0, 0.0], [0.1, -0.6, -0.6], [-0.1, -0.2, -0.1], [0.0, 0.0, 0.0], [0.0, 0.0, 0.0], [0.0, 0.0, -0.1], [0.0, 0.0, 0.0], [0.0, 0.2, 0.0], [0.0, 0.0, 0.0], [0.0, -0.1, 0.2], [-0.6, 0.2, -0.1], [0.0, 0.0, 0.1], [0.1, 0.0, 0.0], [0.0, 0.1, 0.0], [0.0, 0.0, 0.0], [-0.1, 0.0, -0.1], [0.0, 0.1, 0.0], [0.0, -0.1, 0.0], [0.0, 0.0, 0.0], [0.1, 0.0, 0.0], [0.0, 0.0, -0.2], [-0.1, -0.2, 0.1], [0.0, 0.1, 0.0], [-0.1, -0.1, 0.0], [-0.1, 0.1, -0.1], [-0.1, 0.0, 0.1], [0.0, 0.0, -0.1], [0.0, 0.0, -0.1], [0.0, -0.1, 0.0], [-0.1, -0.1, 0.0], [0.0, -0.1, 0.0], [0.0, -0.1, 0.1], [-0.1, 0.0, 0.1], [0.0, -0.1, 0.2], [0.0, 0.0, 0.0]]
}


4.
{
  "formula": "C20H24N2O3STi",
  "method": "ωB97M-V/def2-TZVPD",
  "relative_energy_kcal_mol": 7.4,
  "fmax_ev_per_a": 4.0,
  "charge": 2,
  "symbols": ["C", "C", "H", "H", "H", "H", "H", "H", "C", "C", "C", "C", "H", "H", "H", "H", "N", "C", "C", "N", "C", "C", "C", "H", "H", "C", "H", "H", "Ti", "C", "H", "H", "H", "C", "C", "C", "C", "C", "C", "C", "S", "O", "O", "O", "H", "H", "H", "H", "H", "H", "H"],
  "positions_angstrom": [[0.469189, 2.860196, 0.498422], [1.364037, 2.067138, 1.449364], [0.753789, 2.801969, -0.559421], [0.575948, 3.924859, 0.772501], [-0.621309, 2.689977, 0.652870], [1.459509, 0.964225, 1.249771], [2.396326, 2.415106, 1.332297], [1.067207, 2.238465, 2.490172], [-0.069723, 1.333440, -2.462860], [0.024499, 1.037596, -3.815826], [0.463108, -0.233204, -4.200484], [0.831274, -1.144891, -3.220486], [-0.491577, 2.268159, -2.096759], [-0.272111, 1.799023, -4.534984], [0.490703, -0.509543, -5.251247], [1.129154, -2.159701, -3.469090], [0.335305, 0.461064, -1.513051], [0.796551, -0.774553, -1.869521], [1.121597, -1.664684, -0.761406], [0.892989, -1.177708, 0.501772], [1.150298, -1.970055, 1.573061], [1.840818, -3.787783, 0.144418], [1.617981, -3.275681, 1.424279], [0.942973, -1.532444, 2.550037], [1.786280, -3.876785, 2.313853], [1.600720, -2.967689, -0.950700], [1.754885, -3.313126, -1.968534], [2.206560, -4.801367, 0.003578], [-0.224918, 0.637267, 0.580457], [-0.790075, 0.469842, 2.566480], [0.013985, 0.676625, 3.290761], [-1.221464, -0.520778, 2.764361], [-1.594566, 1.206578, 2.733855], [-7.776966, 1.217647, 2.514740], [-6.509119, 0.857222, 1.788750], [-6.373804, 1.149673, 0.427498], [-5.212635, 0.807722, -0.251947], [-4.180729, 0.164708, 0.430242], [-4.286775, -0.109448, 1.795896], [-5.446171, 0.255082, 2.471231], [-2.681764, -0.081217, -0.467278], [-2.917922, -0.238305, -1.874781], [-1.947527, 1.242205, -0.119493], [-1.879598, -1.108300, 0.220840], [-7.940043, 2.303234, 2.484306], [-8.669475, 0.748704, 2.075415], [-7.718773, 0.912605, 3.565796], [-7.171954, 1.669309, -0.107279], [-5.103231, 1.026503, -1.307175], [-3.481314, -0.602908, 2.325445], [-5.521465, 0.090433, 3.551482]],
  "atomic_forces_ev_per_a": [[0.0, 0.8, 0.2], [0.8, 0.8, 0.3], [-0.1, -0.1, 0.3], [-0.2, -0.4, 0.0], [0.2, 0.4, -0.2], [0.9, 0.4, 0.5], [-0.1, -0.3, -0.1], [0.2, -0.2, -0.4], [0.3, -0.6, -0.1], [-0.1, 0.1, 0.2], [-0.1, 0.4, 0.2], [0.1, -0.2, 0.8], [0.1, -0.2, -0.3], [0.0, -0.3, 0.1], [0.0, 0.0, 0.2], [0.0, 0.3, -0.2], [0.5, -0.8, -0.5], [-0.7, 1.1, -1.2], [0.3, -0.9, 1.1], [0.2, -0.3, -0.3], [0.0, -0.1, -0.5], [0.0, 0.4, 0.3], [-0.1, 0.3, 0.1], [0.1, -0.2, -0.3], [0.0, 0.1, -0.2], [-0.3, 0.7, -0.1], [0.1, -0.1, 0.3], [-0.1, 0.2, 0.1], [-3.8, -1.3, -0.5], [0.4, -0.2, 0.4], [-0.3, -0.3, -0.2], [0.1, 0.2, -0.1], [0.2, 0.0, -0.2], [-0.1, 0.1, 0.3], [-0.2, 0.1, 0.0], [0.2, 0.0, -0.1], [-0.2, 0.0, 0.0], [0.0, 0.0, -0.3], [0.1, 0.1, 0.0], [0.2, 0.0, -0.1], [-2.8, -0.5, -0.1], [0.6, 0.3, 1.1], [1.7, 0.0, 0.1], [1.5, 0.9, 0.0], [0.0, -0.2, 0.0], [0.4, 0.1, 0.0], [-0.1, 0.1, -0.2], [0.2, -0.3, 0.2], [-0.1, 0.0, 0.0], [-0.1, 0.0, 0.0], [0.0, -0.1, -0.5]]
}


Per-record HOMO energy, eV: -8.206; -7.062; -8.368; -14.379
Per-record HOMO-LUMO gap, eV: 8.71; 7.53; 8.91; 5.89